(1)
{
  "formula": "CH2N2O3",
  "method": "ωB97M-V/def2-TZVPD",
  "species": ["O", "O", "O", "N", "N", "C", "H", "H"],
  "coordinates": [[0.39, 2.03, -0.53], [1.34, -1.05, 1.04], [0.81, -1.36, -1.04], [0.66, -0.81, 0.07], [-0.51, 1.45, -0.03], [-0.51, 0.11, 0.22], [-1.09, -0.08, 1.15], [-1.09, -0.28, -0.88]],
  "mulliken_charge": [-0.297, -0.511, -0.510, 0.899, 0.026, -0.262, 0.323, 0.331],
  "charge": 0,
  "e_homo_ev": -10.047,
  "spin_multiplicity": 1,
  "smiles": "O=NC[N+](=O)[O-]",
  "e_above_lowest_ev": 4.7392
}


(2)
{
  "formula": "C3H8INO2",
  "method": "ωB97M-V/def2-TZVPD",
  "species": ["I", "O", "O", "N", "C", "C", "C", "H", "H", "H", "H", "H", "H", "H", "H"],
  "coordinates": [[0.38, -1.83, 0.32], [1.06, 0.81, 1.41], [-0.81, 0.67, 2.48], [-0.49, -0.72, -0.99], [-0.18, 1.12, 1.56], [-1.91, -1.00, -1.21], [1.92, 1.26, 0.23], [-2.10, -1.15, -2.34], [1.27, 0.93, -0.65], [2.82, 0.76, 0.29], [-0.62, 1.80, 0.75], [-2.36, -1.81, -0.76], [-2.38, -0.19, -0.82], [1.99, 2.38, 0.19], [1.42, -3.06, -0.46]],
  "mulliken_charge": [0.314, -0.322, -0.498, -0.491, 0.250, -0.787, -0.651, 0.222, 0.374, 0.263, 0.318, 0.364, 0.296, 0.273, 0.076],
  "charge": 0,
  "e_homo_ev": -8.391,
  "spin_multiplicity": 1,
  "e_above_lowest_ev": 4.3460
}


(3)
{
  "formula": "C4H7NO",
  "method": "ωB97M-V/def2-TZVPD",
  "species": ["O", "N", "C", "C", "C", "C", "H", "H", "H", "H", "H", "H", "H"],
  "coordinates": [[-2.12, -2.18, 0.47], [0.42, 0.16, -0.67], [-0.51, -0.45, 0.28], [1.78, 0.27, -0.17], [-0.52, 1.02, 0.00], [-1.70, -1.23, -0.15], [-1.27, 1.46, -0.65], [2.24, 1.15, -0.63], [1.82, 0.41, 0.93], [-0.07, -0.82, 1.21], [2.36, -0.62, -0.43], [-2.24, -0.81, -1.02], [-0.18, 1.68, 0.80]],
  "mulliken_charge": [-0.471, -0.335, 0.357, -0.813, -0.450, -0.332, 0.253, 0.298, 0.333, 0.329, 0.278, 0.294, 0.261],
  "charge": 0,
  "e_homo_ev": -9.609,
  "spin_multiplicity": 1,
  "smiles": "CN1C[C@H]1C=O",
  "e_above_lowest_ev": 2.3238
}


(4)
{
  "formula": "C35H47N4Y",
  "method": "ωB97M-V/def2-TZVPD",
  "species": ["Y", "N", "N", "N", "N", "C", "C", "C", "C", "C", "C", "C", "C", "C", "C", "C", "C", "C", "C", "C", "C", "C", "C", "C", "C", "C", "C", "C", "C", "C", "C", "C", "C", "C", "C", "C", "C", "C", "C", "C", "H", "H", "H", "H", "H", "H", "H", "H", "H", "H", "H", "H", "H", "H", "H", "H", "H", "H", "H", "H", "H", "H", "H", "H", "H", "H", "H", "H", "H", "H", "H", "H", "H", "H", "H", "H", "H", "H", "H", "H", "H", "H", "H", "H", "H", "H", "H"],
  "coordinates": [[-0.22, 0.17, 0.07], [-0.04, -2.31, 0.34], [2.09, 0.85, -0.51], [-0.41, 0.90, 2.48], [1.62, -0.64, 1.67], [4.40, 0.23, -0.57], [-0.57, -3.19, -0.53], [-4.80, 0.87, -1.33], [0.29, -4.09, 1.89], [0.67, 0.38, -4.18], [-1.39, 0.59, -1.97], [3.11, 0.05, -0.13], [2.78, -1.04, 0.86], [-2.31, 1.04, -0.95], [1.98, 0.47, 2.56], [4.66, 1.30, -1.42], [-3.59, 0.18, -0.68], [0.75, 1.14, 3.11], [-1.06, 2.80, -1.74], [-3.46, -1.19, -1.36], [-0.02, 1.70, -3.86], [-2.67, 3.62, 0.01], [-1.17, 1.88, -4.87], [-2.09, 2.45, -0.81], [-3.75, 3.34, 1.06], [-1.51, 4.35, 0.73], [0.96, 2.87, -4.06], [-1.55, 2.15, 4.17], [-3.87, -0.11, 0.79], [0.41, -2.77, 1.52], [-1.54, 1.38, 3.04], [-0.33, 2.46, 4.77], [0.83, 1.93, 4.23], [-0.29, -4.98, 1.00], [-3.29, 4.62, -1.00], [1.10, -1.78, 2.43], [-0.72, 1.69, -2.51], [-0.71, -4.53, -0.24], [2.37, 1.89, -1.32], [3.63, 2.15, -1.79], [-4.60, 1.04, -2.39], [-4.15, 0.77, 1.35], [-3.43, 2.63, 1.81], [2.55, -1.98, 0.35], [0.71, 3.75, -3.46], [-4.36, -1.77, -1.14], [-0.39, -6.03, 1.27], [5.19, -0.42, -0.23], [-0.29, 3.07, 5.66], [-1.94, 1.11, -4.74], [-2.49, 2.51, 4.58], [-4.12, 4.16, -1.55], [-2.46, 1.10, 2.55], [1.79, 2.10, 4.71], [-1.89, 5.17, 1.35], [3.80, 3.01, -2.42], [5.67, 1.47, -1.77], [-0.78, 1.81, -5.89], [-4.69, -0.83, 0.90], [2.61, 1.18, 2.02], [0.41, -1.42, 3.19], [-0.80, 4.78, 0.02], [-5.03, 1.83, -0.87], [-1.65, 2.85, -4.76], [1.53, 2.52, -1.57], [2.59, 0.10, 3.40], [-0.71, 3.81, -1.90], [0.96, 3.19, -5.10], [-3.69, 5.49, -0.46], [1.43, 0.12, -3.43], [-0.95, 3.67, 1.38], [1.99, 2.58, -3.83], [1.17, 0.45, -5.14], [3.65, -1.23, 1.50], [-4.69, 3.01, 0.64], [-2.56, 4.97, -1.72], [-5.68, 0.23, -1.25], [-3.36, -1.12, -2.44], [-1.14, -5.20, -0.98], [-0.04, -0.45, -4.25], [-3.01, -0.58, 1.30], [-3.95, 4.28, 1.59], [-0.88, -2.80, -1.49], [-1.56, -0.31, -2.55], [0.68, -4.42, 2.85], [1.91, -2.29, 2.96], [-2.62, -1.77, -0.98]],
  "mulliken_charge": [-0.127, 0.730, 1.131, 1.331, 0.969, -1.038, -0.459, -1.459, -1.042, -1.684, -1.044, 0.269, -1.023, 0.617, -1.115, -0.767, 2.084, 0.374, -0.739, -2.661, 1.926, 1.918, -1.639, -0.170, -1.649, -1.430, -1.462, -0.767, -1.522, 0.280, -0.459, -0.686, -1.089, -0.483, -1.741, -1.114, 0.556, -0.921, -1.170, -1.005, 0.314, 0.177, 0.052, 0.519, 0.198, 0.568, 0.447, 0.539, 0.463, 0.304, 0.538, 0.374, -0.053, 0.548, 0.491, 0.586, 0.445, 0.519, 0.654, 0.557, 0.558, 0.282, 0.173, 0.358, 1.169, 0.590, 0.494, 0.470, 0.480, 0.154, 0.130, 0.286, 0.480, 0.553, 0.249, 0.303, 0.476, 0.364, 0.480, 0.335, 0.204, 0.582, 0.676, 0.599, 0.544, 0.565, 0.488],
  "charge": 2,
  "e_homo_ev": -13.151,
  "spin_multiplicity": 1,
  "e_above_lowest_ev": 1.5742
}


HOMO-LUMO gap, respectively: 9.2 8.3 10.6 7.6 eV.
Molecular weight, respectively: 90.04 217.01 85.11 612.70 g/mol.